(1)
# C38H41N2O11

A 5-piece molecular cluster, C38H41N2O11 overall (the ωB97M-V functional and the def2-TZVPD basis, the OMol25 dataset).

XYZ file:
```
92
Properties=species:S:1:pos:R:3
O 4.265 -0.142 -3.634
O 4.103 -7.334 2.579
O -0.257 -2.019 7.141
O -2.560 1.109 5.380
O -5.326 0.953 9.904
O -6.062 2.327 3.783
O -2.056 4.001 0.737
O 4.980 -3.838 -1.311
O 3.753 -0.351 4.096
O 1.799 2.979 -5.389
O -1.396 0.220 -2.606
N 2.261 2.377 -7.899
N -1.678 0.751 -3.779
C -4.801 2.135 7.940
C 0.589 -0.353 5.708
C 4.842 -6.097 -0.666
C 0.664 -1.634 6.442
C 4.460 -4.196 0.955
C -2.399 3.022 -4.863
C -5.142 2.712 3.084
C 1.018 1.950 -4.704
C 2.095 2.642 -6.723
C 0.017 2.743 -3.691
C 1.899 -2.433 6.295
C -3.906 1.915 2.936
C 4.778 -4.641 -0.418
C -4.212 4.412 1.583
C -3.782 -0.112 8.485
C 3.350 -2.428 -3.437
C 4.623 -6.976 0.313
C 2.908 -2.015 5.528
C 4.241 -5.076 1.933
C -2.975 3.615 1.436
C -2.898 2.335 2.169
C 3.238 0.409 -4.535
C -4.106 2.173 6.802
C 2.056 1.149 -3.744
C -2.170 2.710 -2.313
C 4.305 -6.532 1.686
C -0.402 -1.369 -4.462
C -3.197 1.072 6.420
C 1.597 0.065 4.941
C -0.962 0.098 -4.915
C -1.510 2.236 -3.737
C 4.583 -1.519 -4.016
C 0.144 1.000 -5.657
C 2.833 -0.734 4.794
C -4.691 0.989 8.867
C -5.219 3.993 2.350
C -2.101 -0.239 -6.045
C -3.087 -0.074 7.346
H -4.175 3.004 6.111
H 0.393 -1.311 -3.645
H 4.729 -1.653 -5.149
H 1.559 1.000 4.396
H 3.820 1.143 -5.224
H -5.470 2.934 8.235
H 1.548 0.396 -3.049
H 0.130 3.875 -3.906
H 0.865 0.252 -6.178
H -3.713 -0.943 9.175
H 4.007 -4.768 2.945
H -3.522 2.903 -4.623
H -1.987 1.763 2.049
H -1.556 -0.826 -6.885
H 4.667 -8.046 0.148
H 2.529 -2.439 -4.253
H 5.076 -6.404 -1.677
H -2.581 0.701 -6.483
H 4.416 -3.127 1.119
H -2.403 3.827 -2.447
H -0.323 0.220 5.827
H -0.053 -1.996 -5.363
H 5.589 -1.791 -3.520
H -1.435 2.612 -1.444
H 1.938 -3.368 6.840
H -3.177 2.178 -2.136
H -1.322 -1.927 -4.030
H -3.866 0.981 3.480
H 2.932 -1.829 -2.547
H -2.932 -0.884 -5.587
H 2.569 1.926 -3.048
H 3.721 -3.468 -3.149
H -2.121 2.736 -5.933
H 2.817 -0.410 -5.244
H -4.252 5.347 1.039
H -6.131 4.564 2.470
H -2.179 4.157 -4.750
H 3.819 -2.588 5.409
H -0.406 1.561 -6.509
H 0.394 2.590 -2.605
H -2.417 -0.872 7.051
```

As for the spin multiplicity: 2. As for the total charge: 0. The energy above the lowest of the compared OMol25 structures with the same formula, charge and spin comes out at 93.3 kcal per mole. The orbital gap (alpha / beta) comes out at 0.265 / 0.282 hartree.

(2)
# C4H13N2O

A 2-piece molecular cluster, C4H13N2O overall (the ωB97M-V functional and the def2-TZVPD basis, the OMol25 dataset).

XYZ file:
```
20
Properties=species:S:1:pos:R:3
O -2.048 0.387 -0.533
N -2.794 2.400 0.680
N 0.340 -0.108 0.711
C -2.766 0.987 0.613
C 1.063 -1.084 -0.114
C 3.297 -1.778 -1.076
C 2.382 -0.977 -0.229
H -0.589 0.097 0.260
H 2.852 -2.703 -1.440
H 0.484 -1.904 -0.509
H -3.778 0.592 0.578
H 4.199 -2.077 -0.542
H -1.917 2.899 0.599
H -2.291 0.591 1.513
H -3.429 2.792 -0.005
H 0.166 -0.403 1.672
H 3.601 -1.163 -1.923
H -2.475 0.801 -1.293
H 2.818 -0.101 0.254
H 0.885 0.751 0.784
```

As for the total charge: +1. The energy above the lowest of the compared OMol25 structures with the same formula, charge and spin comes out at 49.6 kcal per mole. The orbital gap comes out at 0.387 hartree.

(3)
# C35H75AlO16PS

C35H75AlO16PS as an isolated structure (the ωB97M-V functional and the def2-TZVPD basis, the OMol25 dataset).

XYZ file:
```
129
Properties=species:S:1:pos:R:3
S -6.670 -3.002 -0.104
P -5.643 3.174 2.037
Al -4.476 2.075 0.201
O 5.761 -7.569 -2.363
O -5.749 4.637 1.809
O 4.496 1.735 4.473
O 2.605 -3.304 -0.600
O -5.473 -2.778 -1.133
O -5.979 0.747 -3.828
O -3.011 0.558 3.923
O 1.025 5.627 -1.881
O -6.324 -4.162 0.657
O -1.039 0.479 0.379
O -2.793 0.225 -5.918
O 5.860 -2.750 1.283
O -7.159 2.612 2.405
O -7.890 -2.971 -0.862
O -4.878 2.895 3.469
O 1.568 2.292 0.413
C -0.325 -0.455 -0.419
C 3.491 -3.644 -1.350
C 7.643 -8.703 -1.450
C 5.502 -1.709 1.789
C 6.245 2.922 5.563
C -6.381 -0.258 0.167
C -6.273 1.202 -4.908
C -6.905 2.566 -5.037
C 2.843 6.942 -2.677
C 1.555 3.218 1.192
C -4.899 0.123 -0.026
C -6.612 -1.567 0.931
C -4.939 3.015 -1.492
C -0.794 -0.220 3.562
C 1.058 -0.708 0.199
C 2.457 3.230 2.409
C 6.254 -1.082 2.939
C -6.016 0.435 -6.184
C -1.641 1.549 -0.353
C 5.480 -8.312 -0.122
C 5.148 1.888 5.478
C 4.277 -0.971 1.314
C -2.089 -0.113 4.323
C 2.162 5.651 -2.282
C 2.976 4.384 -2.407
C 6.243 -8.137 -1.412
C 4.909 1.052 6.713
C -2.340 -0.483 -5.045
C -2.190 -0.888 5.619
C 3.567 -3.128 -2.768
C 4.594 -4.559 -0.896
C -1.008 -1.179 -5.211
C 0.655 4.409 1.007
C -2.534 2.365 0.582
C -3.061 -0.708 -3.745
H 0.055 4.293 0.110
H -5.849 -1.751 1.689
H -6.958 0.264 -6.711
H 3.296 4.242 -3.441
H -2.276 2.106 1.615
H -6.011 2.905 -1.690
H -3.255 -1.774 -3.604
H -0.600 -1.263 3.301
H 1.143 -0.052 1.065
H -2.041 -1.952 5.427
H -0.834 2.167 -0.772
H -0.326 -0.864 -4.419
H 4.548 0.036 0.988
H -7.018 3.007 -4.050
H -0.003 4.532 1.869
H 2.727 -2.465 -2.964
H 5.547 -4.034 -0.969
H 3.112 4.104 2.383
H -4.622 -0.088 -1.066
H -2.309 3.432 0.476
H 3.735 7.097 -2.068
H 5.815 0.503 6.977
H -1.409 -0.562 6.309
H -5.345 0.997 -6.835
H -4.531 1.991 3.492
H 0.031 0.133 4.187
H 6.319 3.455 4.618
H 7.618 -9.777 -1.259
H -6.959 0.523 0.669
H -7.877 2.484 -5.529
H 3.058 2.323 2.438
H 1.870 -0.489 -0.492
H 6.020 -7.838 0.700
H 8.089 -8.514 -2.423
H -2.441 -0.370 -2.912
H 3.552 -3.963 -3.471
H -6.860 -0.372 -0.814
H -5.826 -2.353 -1.925
H 3.799 -1.510 0.501
H 3.159 6.894 -3.721
H 3.875 4.453 -1.790
H 2.156 7.774 -2.541
H -2.203 1.109 -1.193
H -0.229 -0.050 -1.433
H 6.590 -0.081 2.662
H 4.098 0.351 6.529
H 4.426 -4.820 0.145
H -4.400 2.542 -2.321
H -0.581 -0.941 -6.183
H -0.907 -1.384 -0.453
H 1.149 -1.738 0.536
H 4.505 -2.589 -2.917
H 1.855 3.298 3.316
H 2.379 3.533 -2.083
H 4.650 1.693 7.557
H -7.594 -1.595 1.413
H 7.112 -1.697 3.204
H -3.999 -0.158 -3.753
H 5.590 -0.982 3.799
H 4.493 -7.866 -0.212
H 3.565 -0.860 2.135
H 4.647 -5.466 -1.504
H -1.138 -2.260 -5.119
H -4.683 4.076 -1.444
H 1.264 5.312 0.915
H 7.199 2.440 5.787
H -6.272 3.208 -5.652
H -4.258 -0.530 0.579
H 5.383 -9.374 0.115
H 6.034 3.630 6.366
H -0.856 0.367 2.648
H 8.252 -8.242 -0.671
H -5.553 -0.519 -5.946
H -7.118 1.918 3.065
H -3.166 -0.729 6.070
```

As for the total charge: -1. The orbital gap comes out at 0.235 hartree.

(4)
# C9H21F3IO4P2ReS

C9H21F3IO4P2ReS as an isolated structure (the ωB97M-V functional and the def2-TZVPD basis, the OMol25 dataset).

XYZ file:
```
42
Properties=species:S:1:pos:R:3
Re 0.304 0.118 0.005
I 1.472 2.301 -0.579
S -1.207 -2.464 0.783
P 0.165 -0.357 -2.229
P -0.181 1.171 2.016
F -3.180 -4.088 1.342
F -3.581 -2.704 -0.343
F -3.638 -1.958 1.732
O -0.705 -2.486 2.145
O 2.648 -1.774 0.864
O -1.419 -1.039 0.265
O -0.629 -3.331 -0.220
C 1.180 -1.798 -2.612
C 0.019 2.982 2.243
C -1.939 1.024 2.464
C 0.703 0.339 3.339
C -1.513 -0.876 -2.751
C 0.485 0.916 -3.523
C 3.722 2.401 -0.887
C -3.023 -2.834 0.890
C 1.803 -1.032 0.546
H -2.238 -0.029 2.535
H 4.147 1.585 -1.469
H -2.508 1.531 1.676
H -1.846 -1.757 -2.182
H -2.186 -0.035 -2.547
H 1.770 0.383 3.091
H -2.084 1.532 3.424
H 1.168 -1.959 -3.695
H 0.510 0.886 4.267
H 2.199 -1.555 -2.296
H 1.050 3.283 2.049
H -1.499 -1.093 -3.828
H 0.806 -2.679 -2.071
H 4.186 2.494 0.086
H -0.244 1.735 -3.480
H 0.418 0.422 -4.503
H 1.490 1.330 -3.391
H -0.638 3.556 1.582
H 0.358 -0.702 3.416
H 3.863 3.354 -1.442
H -0.211 3.207 3.288
```

As for the spin multiplicity: 4. As for the total charge: +3. The energy above the lowest of the compared OMol25 structures with the same formula, charge and spin comes out at 0.0 kcal per mole. The orbital gap (alpha / beta) comes out at 0.251 / 0.216 hartree.

(5)
# C3H10N2O

A 3-piece molecular cluster, C3H10N2O overall (the ωB97M-V functional and the def2-TZVPD basis, the OMol25 dataset).

XYZ file:
```
16
Properties=species:S:1:pos:R:3
O -0.256 -0.972 -1.012
N 2.159 0.647 -1.010
N 1.087 0.167 1.005
C -1.846 0.221 0.412
C -1.531 -1.029 -0.452
C 1.849 0.896 0.273
H -2.356 -1.132 -1.164
H -1.293 1.100 0.094
H 2.176 -0.239 -1.464
H -1.612 -1.908 0.197
H 2.221 1.834 0.675
H -1.711 0.186 1.572
H -2.915 0.509 0.378
H 0.919 -0.664 2.232
H 0.464 -0.992 -0.227
H 2.645 1.376 -1.510
```

As for the total charge: 0. The energy above the lowest of the compared OMol25 structures with the same formula, charge and spin comes out at 119.3 kcal per mole. The orbital gap comes out at 0.302 hartree.

(6)
# C6H9N

C6H9N as an isolated structure (the ωB97M-V functional and the def2-TZVPD basis, the OMol25 dataset).

XYZ file:
```
16
Properties=species:S:1:pos:R:3
N -0.208 -0.986 -0.534
C 0.884 -0.476 0.352
C -0.840 0.151 -0.926
C -0.073 1.245 -0.191
C -1.323 -1.727 -0.124
C 1.385 0.716 -0.485
C 0.118 0.580 1.208
H -2.093 -1.291 0.502
H -0.774 0.246 1.748
H 0.772 1.153 1.875
H 1.518 -1.263 0.767
H -1.456 -2.739 -0.515
H 2.138 1.311 0.045
H -1.386 0.221 -1.859
H -0.346 2.296 -0.317
H 1.693 0.526 -1.520
```

As for the total charge: 0. The energy above the lowest of the compared OMol25 structures with the same formula, charge and spin comes out at 115.2 kcal per mole. The orbital gap (alpha / beta) comes out at 0.306 / 0.283 hartree.

(7)
# C41H28ClMgN9O4S2

C41H28ClMgN9O4S2 as an isolated structure (the ωB97M-V functional and the def2-TZVPD basis, the OMol25 dataset).

XYZ file:
```
86
Properties=species:S:1:pos:R:3
Cl -0.432 -3.160 -4.990
S -2.092 1.295 -2.245
S -1.946 3.551 2.164
Mg 0.115 -0.592 0.524
O -3.147 -4.926 -1.684
O -2.646 -3.536 0.376
O -1.441 -1.751 0.942
O -2.386 -5.027 -3.759
N -0.791 3.184 -3.537
N -0.030 -1.714 -2.804
N 1.327 -2.624 0.796
N -1.502 1.131 1.388
N 1.391 2.015 2.442
N -0.385 -1.567 -1.508
N 1.023 -0.347 2.364
N 0.924 -2.601 3.184
N 1.232 1.293 0.137
C 1.350 -5.416 0.948
C -1.509 2.362 1.002
C 1.110 0.675 4.447
C -2.075 -0.123 3.464
C -2.167 2.288 3.327
C 1.240 0.806 -5.177
C 0.378 -0.020 -4.478
C 2.600 0.796 -4.887
C 2.236 -0.884 -3.205
C 1.179 0.850 2.975
C -2.543 2.391 4.664
C 1.067 -4.650 2.051
C -1.537 -3.296 -2.421
C -0.713 -2.732 -3.374
C 1.652 -3.395 -0.251
C -1.849 -2.626 0.131
C 2.046 3.470 0.729
C 1.689 -4.770 -0.239
C -1.282 -2.517 -1.270
C 0.893 -0.299 7.000
C -2.144 2.996 -5.865
C -1.104 3.953 -5.738
C 1.436 1.636 -1.147
C -2.402 -4.497 -2.675
C 1.095 -3.248 1.968
C 1.134 1.581 5.487
C -1.786 2.242 -3.581
C -1.912 1.051 2.724
C 1.965 2.835 -1.563
C 1.015 1.071 6.776
C -2.446 -0.021 4.787
C 0.980 -0.686 4.668
C -0.448 4.013 -4.554
C 0.968 -1.326 3.328
C -2.471 2.173 -4.833
C 0.882 -0.853 -3.490
C 3.096 -0.046 -3.904
C 2.270 3.785 -0.585
C -2.669 1.224 5.389
C 1.544 2.201 1.093
C 0.880 -1.204 5.943
H 1.870 -2.872 -1.173
H -0.685 -0.024 -4.679
H 0.851 1.459 -5.948
H 1.233 2.641 5.296
H 4.153 -0.060 -3.676
H -0.282 3.234 -2.661
H -2.950 1.272 6.432
H -1.245 2.652 -0.006
H -2.563 -0.923 5.374
H -2.997 -4.392 -0.836
H -0.835 4.613 -6.548
H 1.018 1.747 7.622
H 1.136 0.902 -1.877
H 2.676 4.752 -0.856
H 0.784 -2.269 6.102
H 2.251 4.162 1.532
H -1.913 -1.081 2.990
H 0.804 -0.662 8.016
H 1.948 -5.315 -1.135
H 1.321 -6.496 1.004
H -2.688 2.924 -6.799
H -2.728 3.355 5.118
H 0.828 -5.084 3.011
H 3.274 1.439 -5.438
H -3.264 1.444 -4.916
H 0.362 4.699 -4.351
H 2.624 -1.539 -2.438
H 2.155 3.006 -2.615
```

As for the total charge: 0. The energy above the lowest of the compared OMol25 structures with the same formula, charge and spin comes out at 0.0 kcal per mole. The orbital gap comes out at 0.272 hartree.

(8)
# C3H4NS

A 2-piece molecular cluster, C3H4NS overall (the ωB97M-V functional and the def2-TZVPD basis, the OMol25 dataset).

XYZ file:
```
9
Properties=species:S:1:pos:R:3
S 2.581 0.125 0.263
N 0.189 0.160 0.163
C 3.768 -0.666 -0.170
C -0.975 0.338 0.234
C -2.374 0.391 0.030
H 4.624 -1.424 -0.451
H -2.258 0.266 -1.030
H -2.771 -0.492 0.586
H -2.785 1.302 0.376
```

As for the total charge: +1. The energy above the lowest of the compared OMol25 structures with the same formula, charge and spin comes out at 45.4 kcal per mole. The orbital gap comes out at 0.361 hartree.

no.,strongest force on any atom (eV Å⁻¹)
1,6.585
2,1.305
3,0.495
4,6.064
5,6.254
6,0.702
7,0.379
8,5.575